Run w
# C4H13NO

2 unconnected molecules or ions with the total composition C4H13NO (ωB97M-V/def2-TZVPD, the OMol25 dataset).

Results
frontier orbital gap	9.620	eV
SMILES	CCN(C)C.O

ORCA input file:
```
! wB97M-V def2-TZVPD RIJCOSX def2/J DEFGRID3
* xyz 0 1
C -0.075 -0.567 1.095
H 0.453 -2.493 -0.709
H 0.002 0.441 2.813
C -0.280 -1.681 -1.049
H -1.027 -1.084 1.363
H -1.320 -2.062 -1.016
H -1.036 1.721 -0.341
H 1.913 0.377 -0.986
H -0.045 -1.483 -2.113
H 0.849 -1.218 1.300
H -0.636 0.897 -1.853
O 2.518 1.151 -0.784
H 0.815 1.447 1.617
N -0.076 -0.363 -0.331
C -1.006 0.702 -0.838
H 1.958 1.881 -0.860
H -2.008 0.243 -0.825
H -0.922 1.372 1.687
C -0.076 0.717 1.828
*
```

These are the Löwdin partial charges, in e, on atoms 1 to 4: -0.311 0.102 0.037 -0.095

***

Run x
# C4H13NO

2 unconnected molecules or ions with the total composition C4H13NO (ωB97M-V/def2-TZVPD, the OMol25 dataset).

Results
frontier orbital gap	10.380	eV
SMILES	CCC.NCO

ORCA input file:
```
! wB97M-V def2-TZVPD RIJCOSX def2/J DEFGRID3
* xyz 0 1
H 1.919 -3.030 -0.603
C 2.612 -2.262 -0.305
O -4.838 2.481 -0.110
H 1.109 -1.162 0.800
H 3.463 -0.473 -1.180
H -4.483 2.733 -0.990
H -3.787 0.748 0.410
H -4.419 2.068 1.742
H 2.695 -0.586 1.028
H -2.687 3.493 1.039
N -2.573 2.541 0.739
H 2.148 -2.039 1.706
H 3.727 -1.816 -2.174
H 3.575 -2.940 -0.017
C -3.849 1.824 0.744
C 3.001 -1.432 -1.543
C 2.134 -1.459 0.865
H -1.966 2.386 -0.002
H 2.218 -1.074 -2.147
*
```

These are the Löwdin partial charges, in e, on atoms 1 to 4: 0.082 -0.309 -0.145 0.071

***

Stability, highest: run w

***

Run w
# C5H4N4O2

A single C5H4N4O2 molecule (ωB97M-V/def2-TZVPD, the OMol25 dataset).

Results
frontier orbital gap (spin up / spin down)	6.562 / 6.819	eV

ORCA input file:
```
! wB97M-V def2-TZVPD RIJCOSX def2/J DEFGRID3
* xyz 0 1
O 0.024 -1.522 -3.232
C -0.559 0.976 0.894
N 0.625 -0.793 0.357
C 0.387 0.205 1.303
H 0.563 0.843 3.265
C 0.781 -0.075 2.709
C 0.371 -0.844 -0.872
H 1.621 -0.653 2.943
O -0.906 0.335 -3.702
N -1.767 2.636 -0.574
N -0.305 -0.077 -1.665
H -0.040 -0.768 3.027
C -1.233 1.790 0.073
H 0.830 -1.598 -1.588
N -0.391 -0.455 -2.937
*
```

These are the Löwdin partial charges, in e, on atoms 1 to 4: 0.050 0.158 0.175 -0.326

***

Run x
# C5H4N4O2

A molecular structure, C5H4N4O2 (ωB97M-V/def2-TZVPD, the OMol25 dataset).

Results
frontier orbital gap	8.744	eV

ORCA input file:
```
! wB97M-V def2-TZVPD RIJCOSX def2/J DEFGRID3
* xyz 0 1
C -0.782 0.430 -0.288
C 0.285 1.439 0.066
H -3.328 -1.238 0.551
C 1.878 -0.433 0.179
N 1.654 0.927 0.492
O 3.257 -0.719 -0.073
H 2.346 1.532 0.189
N 0.878 -1.298 -0.220
C -0.346 -0.940 -0.143
C -2.198 0.546 0.024
H 3.222 -1.784 -0.664
N -2.442 -0.808 0.219
N -1.461 -1.690 -0.109
H -2.804 1.383 0.101
O -0.159 2.654 -0.323
*
```

These are the Löwdin partial charges, in e, on atoms 1 to 4: -0.093 -0.193 0.166 -0.295

***

Stability, highest: run x

***

Run w
# C6H8O2

A single C6H8O2 molecule (ωB97M-V/def2-TZVPD, the OMol25 dataset).

Results
frontier orbital gap	10.020	eV
SMILES	C1[C@@H]2O[C@H]3C[C@H]3O[C@@H]12

ORCA input file:
```
! wB97M-V def2-TZVPD RIJCOSX def2/J DEFGRID3
* xyz 0 1
C -1.207 -0.579 -0.432
C -1.561 -0.028 0.749
H 1.011 0.090 -1.295
H -1.951 1.426 -0.957
H 3.009 -0.077 -0.719
C 2.269 0.068 0.093
H 0.502 -0.781 1.230
H -2.611 -0.027 0.954
C 0.869 -0.721 0.179
O 0.016 1.559 -0.133
H -1.072 -0.196 1.575
H 2.954 0.050 1.092
C -1.190 0.878 -0.413
O -0.139 -1.412 -0.527
C 1.002 0.669 -0.322
H -1.901 -0.917 -1.076
*
```

These are the Löwdin partial charges, in e, on atoms 1 to 4: -0.367 -0.030 0.183 0.162

***

Run x
# C6H8O2

A single C6H8O2 molecule (ωB97M-V/def2-TZVPD, the OMol25 dataset).

Results
frontier orbital gap	10.531	eV
SMILES	C[C@]12C=C[C@H](CO1)O2

ORCA input file:
```
! wB97M-V def2-TZVPD RIJCOSX def2/J DEFGRID3
* xyz 0 1
H -0.243 0.986 2.699
O -0.518 1.109 0.466
H -0.987 -2.738 0.443
C 0.387 -0.796 1.170
C -0.624 -1.569 0.301
H 1.638 0.601 -2.203
H 1.201 -1.225 1.924
H 1.133 2.127 -1.248
C -0.744 -0.840 -0.857
O 1.206 0.013 0.211
C -0.404 0.273 1.653
H -0.076 1.479 -2.335
C 0.095 0.484 -0.542
H -1.513 -0.153 1.800
H -1.306 -1.047 -1.758
C 0.754 1.297 -1.725
*
```

These are the Löwdin partial charges, in e, on atoms 1 to 4: 0.197 -0.041 0.167 -0.285

***

Stability, highest: run x